# C6H12N3O2S

An isolated ion of composition C6H12N3O2S and charge +1 at a distorted geometry (wB97M-V/def2-TZVPD, OMol25).

XYZ file:
```
24
C6H12N3O2S (wB97M-V/def2-TZVPD)
C 1.6299 1.1568 -0.2043
S -1.7600 -0.2451 -1.1358
O 2.2422 -1.8147 1.2273
C -2.3547 -0.9651 0.4365
C 1.3696 0.3391 1.0434
O 0.2590 -0.8372 -2.6649
H -3.6580 0.6969 0.9312
H 1.1749 1.3162 -2.2125
C -2.8907 0.0737 1.4930
N 0.9810 0.7860 -1.3230
H -3.2177 -1.5358 0.1333
H 3.0955 2.1745 0.5231
H -1.5008 -1.3388 0.9305
N 2.4613 2.1442 -0.1787
N 0.7916 -1.3894 -0.5399
H 0.3427 0.6187 1.4022
C 1.5737 -1.0898 0.5856
H -3.0748 -0.3810 2.4330
H -0.6204 -0.7895 -3.1615
H 2.6084 2.5585 -1.0935
H 0.5700 -2.3954 -0.8551
H -2.1659 0.8265 1.6888
C 0.1583 -0.4452 -1.3960
H 1.9849 0.5360 1.9374
```

Gap between HOMO and LUMO: 9.11 eV
Energy: -948.5028 Eh
Net charge: +1
Spin multiplicity: 1
E_HOMO: -12.778 eV
LUMO energy: -3.67 eV
Relative energy (zero: lowest compared OMol25 entry of this formula, charge and spin): 0.827 eV
SMILES: CCS[C@@]1(O)NC(=[NH2+])CC(=O)N1